Computed, not measured: 16 unconnected molecules or ions with the total composition C6H46NO17 at a distorted geometry, with wB97M-V/def2-TZVPD.

Last column: Mulliken charge in e.
CARTESIAN COORDINATES (ANGSTROEM)
C1 -3.852 -0.377 -2.012  -1.287
O1 -2.803 -1.261 -2.277  -0.483
C2 -1.440 -0.902 -1.882  -1.003
C3 -1.213 -1.342 -0.362  -0.403
N1 0.185 -0.893 -0.101  0.633
H1 0.339 -1.265 0.725  0.111
H2 0.750 -1.046 -0.922  0.361
C4 0.348 0.611 0.151  -0.675
C5 1.916 0.817 0.539  -1.935
O2 2.157 2.188 0.991  -0.416
C6 3.542 2.334 1.261  -0.661
H3 -4.770 -0.573 -2.539  0.343
H4 -3.759 0.556 -2.356  0.679
H5 -3.874 -0.194 -0.990  0.563
H6 -1.070 -0.025 -2.225  0.954
H7 -0.792 -1.566 -2.543  0.118
H8 -1.292 -2.451 -0.288  0.589
H9 -1.978 -0.819 0.183  -0.055
H10 -0.546 1.020 0.602  0.496
H11 0.303 1.251 -0.934  0.240
H12 2.477 0.749 -0.097  1.141
H13 2.055 0.140 1.267  0.822
H14 3.948 3.302 1.160  0.332
H15 4.208 1.779 0.508  0.115
H16 3.707 2.156 2.231  0.376
O3 -0.462 0.133 3.436  -0.559
H17 -1.332 -0.105 4.053  0.335
H18 -0.152 0.861 4.010  0.283
O4 0.439 3.872 2.175  -0.636
H19 -0.327 3.716 1.511  0.321
H20 1.132 3.429 1.957  0.420
O5 3.439 1.121 5.289  -0.545
H21 2.708 1.369 5.685  0.263
H22 3.775 1.934 5.162  0.281
O6 -3.239 -3.952 -1.210  -0.739
H23 -4.095 -4.310 -1.266  0.303
H24 -3.312 -2.904 -1.249  0.432
O7 -6.038 1.451 -0.191  -0.634
H25 -5.670 1.797 -1.068  0.315
H26 -6.776 0.989 -0.533  0.308
O8 3.373 -3.067 0.900  -0.654
H27 4.130 -2.437 0.810  0.435
H28 2.689 -2.622 1.266  0.322
O9 -1.603 3.863 -0.078  -0.636
H29 -2.145 3.499 0.532  0.310
H30 -1.695 4.755 0.234  0.313
O10 -3.162 -3.789 1.520  -0.642
H31 -3.938 -3.062 1.724  0.308
H32 -3.252 -4.033 0.634  0.363
O11 -3.292 -0.423 3.031  -0.565
H33 -3.936 -0.292 3.591  0.245
H34 -3.208 0.251 2.359  0.311
O12 -1.110 2.485 -4.585  -0.590
H35 -1.101 1.648 -4.515  0.320
H36 -1.680 2.728 -5.375  0.317
O13 0.877 -2.241 2.157  -0.607
H37 0.830 -1.570 2.821  0.192
H38 0.484 -2.774 2.670  0.248
O14 5.473 -1.468 0.555  -0.690
H39 5.975 -1.414 1.363  0.326
H40 5.375 -0.534 0.273  0.317
O15 5.120 0.309 -1.546  -0.583
H41 4.687 0.992 -2.046  0.297
H42 5.918 0.497 -1.951  0.200
O16 -1.209 -0.173 -5.342  -0.591
H43 -1.115 -1.092 -5.140  0.290
H44 -0.727 -0.056 -6.123  0.279
O17 2.842 -1.030 -2.382  -0.594
H45 3.750 -0.817 -2.125  0.348
H46 3.011 -1.717 -3.070  0.302

Summary:
**Energy**: -1589.4235 Ha
**Maximum force**: 17.956 eV/Å
**Net charge**: +1
**HOMO**: -12.477 eV
**Relative energy (zero: lowest compared OMol25 entry of this formula, charge and spin)**: 355.34 kJ/mol

Computed, not measured: 18 unconnected molecules or ions with the total composition C6H49ClO17PS at a distorted geometry, with wB97M-V/def2-TZVPD.

Last column: Mulliken charge in e.
CARTESIAN COORDINATES (ANGSTROEM)
C1 -4.009 0.745 -3.522  -0.387
C2 -2.762 0.973 -3.075  0.136
C3 -1.559 0.263 -3.561  -1.203
P1 -0.813 -0.590 -1.967  1.039
S1 -0.089 -1.719 -0.051  -0.376
C4 -0.063 1.041 -1.288  -1.279
C5 1.461 1.062 -1.298  -0.396
C6 2.035 2.466 -1.076  -0.467
Cl1 2.871 3.132 -2.534  -0.327
H1 -4.155 0.519 -4.575  0.259
H2 -4.856 0.760 -2.857  -0.232
H3 -2.625 1.712 -2.287  0.396
H4 -1.875 -0.546 -4.222  0.473
H5 -0.794 0.898 -4.015  0.287
H6 0.426 -0.905 -2.676  -0.236
H7 -1.427 -1.840 -2.392  0.133
H8 -2.019 -0.286 -1.222  -0.586
H9 0.646 -2.733 -0.508  -0.201
H10 -0.423 1.882 -1.889  0.573
H11 -0.431 1.147 -0.263  0.339
H12 1.849 0.431 -0.496  0.096
H13 1.829 0.662 -2.246  0.442
H14 1.235 3.179 -0.880  0.301
H15 2.736 2.511 -0.247  0.404
O1 -7.130 1.393 -2.582  -0.661
H16 -6.860 2.300 -2.403  0.324
H17 -7.309 1.376 -3.527  0.297
O2 3.304 -2.883 -0.224  -0.638
H18 2.586 -2.494 0.294  0.306
H19 2.889 -3.061 -1.078  0.295
O3 -2.879 0.558 1.069  -0.239
H20 -3.557 0.547 1.752  0.290
H21 -2.642 -0.375 1.004  0.091
O4 5.290 -0.951 1.267  -0.570
H22 4.906 -1.828 1.139  0.285
H23 6.236 -1.109 1.370  0.288
O5 8.073 -1.738 0.931  -0.611
H24 8.304 -2.609 0.594  0.298
H25 8.895 -1.239 0.914  0.292
O6 -3.417 3.620 2.237  -0.702
H26 -3.174 2.747 1.900  0.324
H27 -2.593 4.115 2.195  0.316
O7 1.580 -4.234 -2.418  -0.513
H28 1.803 -4.627 -3.270  0.280
H29 0.826 -4.736 -2.094  0.254
O8 6.403 -3.334 3.444  -0.639
H30 5.516 -2.998 3.275  0.321
H31 6.981 -2.742 2.950  0.315
O9 7.178 -6.254 4.113  -0.643
H32 6.843 -5.351 4.028  0.369
H33 8.121 -6.174 3.955  0.292
O10 -0.893 -0.056 3.379  -0.683
H34 -0.646 -0.438 2.526  0.224
H35 -1.648 -0.585 3.656  0.297
O11 -5.520 0.009 -0.373  -0.654
H36 -4.736 -0.376 -0.787  0.343
H37 -6.009 0.361 -1.131  0.258
O12 -4.441 -1.625 2.042  -0.635
H38 -5.156 -1.250 2.566  0.311
H39 -4.843 -1.773 1.177  0.283
O13 2.100 6.551 -3.115  -0.639
H40 2.163 5.597 -2.977  0.323
H41 2.825 6.908 -2.594  0.308
O14 -1.462 0.643 6.287  -0.596
H42 -1.094 0.546 5.398  0.378
H43 -1.915 -0.187 6.460  0.283
O15 -3.312 2.687 7.815  -0.657
H44 -2.484 2.240 7.596  0.327
H45 -3.597 3.055 6.974  0.318
O16 2.518 -3.683 -5.037  -0.660
H46 2.164 -2.788 -5.039  0.333
H47 3.460 -3.589 -5.204  0.309
O17 -3.753 4.692 -0.840  -0.606
H48 -3.559 5.633 -0.813  0.281
H49 -4.107 4.487 0.035  0.345

Summary:
**Energy**: -2736.7341 Ha
**Maximum force**: 1.630 eV/Å
**Net charge**: -1
**HOMO**: -4.484 eV

Computed, not measured: a molecular structure, C6H4Br2Na at a distorted geometry, with wB97M-V/def2-TZVPD.

Last column: Mulliken charge in e.
CARTESIAN COORDINATES (ANGSTROEM)
Br1 -3.576 1.180 0.236  -0.133
Br2 2.614 -0.863 -0.172  -0.223
C1 -0.909 0.864 1.162  -0.377
C2 -1.374 -0.111 -1.012  -0.377
C3 0.413 0.428 1.075  -0.330
C4 -0.053 -0.547 -1.099  -0.331
C5 -1.792 0.591 0.118  0.052
C6 0.830 -0.274 -0.055  0.304
H1 -1.253 1.419 2.046  0.385
H2 -2.081 -0.318 -1.826  0.385
H3 1.120 0.635 1.889  0.373
H4 0.291 -1.101 -1.982  0.374
Na1 5.771 -1.904 -0.381  0.899

Summary:
**Energy**: -5541.1457 Ha
**Maximum force**: 1.466 eV/Å
**Net charge**: +1
**HOMO**: -11.582 eV

Computed, not measured: a molecular structure, C6H4Br3NOS at a distorted geometry, with wB97M-V/def2-TZVPD.

Last column: Mulliken charge in e.
CARTESIAN COORDINATES (ANGSTROEM)
C1 0.759 -0.288 -1.822  -0.487
C2 2.012 0.073 -1.283  -0.306
C3 -0.389 0.118 -1.090  -0.628
C4 2.160 0.759 -0.119  -0.370
C5 -0.104 0.873 0.102  0.905
C6 -1.122 1.447 0.814  -0.172
N1 1.119 1.046 0.637  -0.440
O1 -1.796 -3.190 0.635  -0.359
S1 -2.372 -3.220 2.041  0.345
Br1 -2.901 1.298 0.286  -0.102
Br2 -0.766 2.279 2.443  -0.038
Br3 -1.840 -1.407 3.092  0.013
H1 0.590 -0.710 -2.847  0.343
H2 2.950 -0.188 -1.832  0.278
H3 -1.362 0.129 -1.336  0.511
H4 3.062 0.981 0.278  0.508

Summary:
**Energy**: -8481.1601 Ha
**Maximum force**: 5.640 eV/Å
**Net charge**: 0
**HOMO (spin up / spin down)**: -9.305 / -7.622 eV

Computed, not measured: a molecular structure, C6H4Cl2Cu2F12MgO12S4 at a distorted geometry, with wB97M-V/def2-TZVPD.

Last column: Mulliken charge in e.
CARTESIAN COORDINATES (ANGSTROEM)
Cu1 -0.607 -2.714 2.970  0.794
Cu2 -2.644 -1.500 -2.381  0.796
Mg1 1.696 0.345 0.457  1.076
C1 -2.467 1.703 1.282  0.476
F1 -3.628 1.316 1.804  -0.135
F2 -2.632 2.472 0.162  -0.155
F3 -1.698 2.292 2.250  -0.130
S1 -1.556 -0.004 0.696  0.740
O1 -1.468 -0.989 1.755  -0.233
O2 -2.260 -0.504 -0.491  -0.240
O3 -0.186 0.441 0.430  -0.719
C2 1.665 -0.139 -4.274  0.594
F4 2.869 0.230 -4.027  -0.166
F5 1.022 0.897 -4.799  -0.179
F6 1.827 -1.079 -5.165  -0.168
S2 0.885 -0.743 -2.559  1.050
O4 -0.634 -0.596 -2.603  -0.211
O5 1.219 -2.159 -2.378  -0.543
O6 1.540 -0.079 -1.417  -0.166
C3 0.700 1.615 4.753  0.589
F7 1.346 2.783 4.564  -0.187
F8 0.776 1.313 6.083  -0.173
F9 -0.583 1.734 4.413  -0.182
S3 1.542 0.242 3.639  0.667
O7 1.738 0.850 2.342  -0.491
O8 2.811 -0.123 4.215  -0.479
O9 0.568 -0.873 3.459  -0.203
C4 -2.665 -5.716 -0.360  0.491
F10 -3.893 -5.450 -0.081  -0.159
F11 -2.167 -6.545 0.503  -0.137
F12 -2.606 -6.163 -1.619  -0.156
S4 -1.525 -4.142 -0.208  0.984
O10 -2.112 -3.067 -1.050  -0.268
O11 -1.549 -3.883 1.266  -0.354
O12 -0.255 -4.598 -0.634  -0.584
Cl1 1.516 2.684 -0.078  -0.041
C5 1.737 4.323 -0.846  -0.520
C6 1.878 4.132 -2.368  -0.510
Cl2 3.336 3.244 -2.779  -0.136
H1 2.702 4.729 -0.542  0.342
H2 0.846 4.928 -0.677  0.344
H3 1.841 5.143 -2.774  0.389
H4 1.077 3.654 -2.933  0.296

Summary:
**Energy**: -8325.7426 Ha
**Maximum force**: 3.403 eV/Å
**⟨S²⟩**: 2.01
**Net charge**: +2
**2S+1**: 3
**HOMO (spin up / spin down)**: -15.916 / -15.916 eV

Computed, not measured: C6H4Cl4O2 in the gas phase at a distorted geometry, with wB97M-V/def2-TZVPD.

Last column: Mulliken charge in e.
CARTESIAN COORDINATES (ANGSTROEM)
C1 1.100 1.369 0.084  0.003
C2 0.532 1.240 -1.084  -0.212
C3 0.451 -0.820 1.075  0.404
C4 -0.145 -1.524 0.049  0.023
C5 0.569 0.658 1.283  -0.430
C6 -0.949 -0.942 -0.909  0.243
O1 -0.648 1.309 1.727  -0.554
O2 -1.132 -1.481 -2.126  -0.407
Cl1 0.415 1.823 -2.687  -0.128
Cl2 1.685 -1.545 2.036  -0.188
Cl3 0.437 -3.103 -0.369  -0.155
Cl4 -2.320 0.020 -0.328  -0.144
H1 2.086 1.828 0.312  0.311
H2 1.167 0.829 2.153  0.509
H3 -1.232 1.740 1.118  0.377
H4 -2.016 -1.401 -2.334  0.350

Summary:
**Energy**: -2222.0912 Ha
**Maximum force**: 3.413 eV/Å
**Net charge**: 0
**HOMO (spin up / spin down)**: -7.954 / -8.635 eV
**Relative energy (zero: lowest compared OMol25 entry of this formula, charge and spin)**: 0.00 kJ/mol

Computed, not measured: a molecular structure, C6H4FN at a distorted geometry, with wB97M-V/def2-TZVPD.

Last column: Mulliken charge in e.
CARTESIAN COORDINATES (ANGSTROEM)
C1 -1.317 0.183 0.573  -0.415
C2 -1.301 -0.889 1.440  -0.486
C3 0.599 0.915 -0.861  -0.317
C4 0.103 0.524 0.509  0.369
C5 0.068 -1.003 1.348  0.215
C6 1.340 0.011 -1.476  -0.134
N1 1.012 -0.141 1.259  -0.564
F1 1.716 0.044 -2.741  -0.227
H1 -1.979 0.709 -0.011  0.476
H2 -2.075 -1.453 2.049  0.347
H3 0.222 1.912 -1.220  0.332
H4 1.612 -0.812 -0.869  0.404

Summary:
**Energy**: -385.3642 Ha
**Maximum force**: 10.233 eV/Å
**⟨S²⟩**: 2.02
**Net charge**: 0
**2S+1**: 3
**HOMO (spin up / spin down)**: -6.591 / -9.703 eV

Computed, not measured: a gas-phase ion, C6H4FNO5 (charge -2) at a distorted geometry, with wB97M-V/def2-TZVPD.

Last column: Mulliken charge in e.
CARTESIAN COORDINATES (ANGSTROEM)
C1 -1.871 -0.897 -0.077  0.510
C2 -0.093 3.190 -0.409  0.359
C3 -3.960 0.295 -0.021  0.502
C4 -0.268 -0.750 0.294  -0.584
C5 0.441 0.518 -0.039  -0.268
C6 -0.326 1.767 0.259  0.514
N1 -2.493 0.222 -0.065  -0.180
O1 -0.846 4.068 0.038  -0.682
O2 -4.535 0.383 -1.145  -0.704
O3 -2.199 -2.051 -0.313  -0.762
O4 0.816 3.178 -1.248  -0.695
O5 -4.479 0.367 1.106  -0.723
F1 -0.520 1.960 1.658  -0.281
H1 -0.187 -1.058 1.432  0.147
H2 0.282 -1.562 -0.217  0.288
H3 1.314 0.528 0.629  0.241
H4 0.839 0.469 -1.038  0.317

Summary:
**Energy**: -761.7991 Ha
**Maximum force**: 3.351 eV/Å
**Net charge**: -2
**HOMO (spin up / spin down)**: -1.155 / -0.653 eV
**Relative energy (zero: lowest compared OMol25 entry of this formula, charge and spin)**: 337.87 kJ/mol

Computed, not measured: a molecular structure, C6H4N2O5SSn at a distorted geometry, with wB97M-V/def2-TZVPD.

Last column: Mulliken charge in e.
CARTESIAN COORDINATES (ANGSTROEM)
O1 0.003 4.387 -1.370  -0.122
C1 0.002 3.295 -1.708  0.129
Sn1 0.000 -0.781 -1.893  0.977
O2 0.000 0.047 -5.609  -0.020
C2 0.000 -0.078 -4.476  0.135
C3 -0.002 -3.048 -1.805  0.265
O3 -0.003 -4.013 -1.174  -0.042
C4 -2.506 -0.054 -1.746  0.177
O4 -3.550 0.041 -1.311  -0.023
C5 2.505 -0.057 -1.745  0.178
O5 3.551 0.036 -1.311  -0.025
N1 0.000 1.126 3.369  -0.411
C6 0.000 0.047 2.565  0.785
N2 0.000 -1.165 3.190  -0.352
S1 0.000 0.355 0.887  -0.478
H1 0.000 1.080 4.375  0.211
H2 0.000 2.033 2.881  0.203
H3 0.000 -2.041 2.673  0.194
H4 0.000 -1.209 4.209  0.218

Summary:
**Energy**: -1328.5518 Ha
**Maximum force**: 7.381 eV/Å
**Net charge**: +2
**HOMO**: -16.020 eV
**Relative energy (zero: lowest compared OMol25 entry of this formula, charge and spin)**: 0.00 kJ/mol